Record 1
C6H14N2O2 | ωB97M-V with the def2-TZVPD basis set

Values from the calculation:
Relative energy (zero: lowest compared OMol25 entry of this formula, charge and spin), kcal/mol: 63.5
LUMO level (spin up / spin down), eV: -3.295 / -8.910

```
! RIJCOSX wB97M-V def2-TZVPD def2/J DEFGRID3
* xyz 1 2
C -1.13 2.56 -0.71
C -0.56 0.08 2.21
C -1.37 1.43 0.25
O -2.15 0.56 0.04
N -0.34 1.22 1.18
H -1.96 3.13 -0.59
H -0.02 2.12 1.74
H -0.85 0.50 3.22
H -0.14 3.14 -0.62
H -1.07 2.15 -1.74
H -1.34 -0.74 1.84
H 0.37 -0.34 2.41
C -0.59 -1.58 -2.00
C 2.42 -1.24 0.38
C 1.37 -0.79 -0.62
O 1.54 0.30 -1.09
N 0.31 -1.58 -0.79
H 0.22 -2.38 -0.20
H -1.51 -2.24 -1.82
H 2.45 -2.27 0.74
H -1.14 -0.55 -2.15
H -0.16 -1.85 -2.96
H 3.52 -0.98 0.13
H 2.12 -0.64 1.17
*
```

---

Record 2
C5H14O3 | ωB97M-V with the def2-TZVPD basis set

Values from the calculation:
Relative energy (zero: lowest compared OMol25 entry of this formula, charge and spin), kcal/mol: 0.6
SMILES: CC(C)CC=O.O.O
LUMO level, eV: 0.505

```
! RIJCOSX wB97M-V def2-TZVPD def2/J DEFGRID3
* xyz 0 1
C 1.85 0.16 -0.54
C 0.83 1.29 -0.43
C 1.00 2.26 -1.61
C -0.61 0.75 -0.42
C -1.12 0.41 0.95
O -0.68 0.78 2.01
H 1.53 -0.73 0.02
H 2.83 0.46 -0.17
H 1.96 -0.18 -1.57
H 0.98 1.87 0.47
H 0.36 3.16 -1.53
H 2.02 2.68 -1.66
H 0.85 1.73 -2.56
H -0.71 -0.15 -1.05
H -1.24 1.50 -0.89
H -1.99 -0.29 0.93
O 1.75 -3.09 1.43
H 1.90 -3.49 2.30
H 0.80 -3.24 1.33
O -3.69 -1.90 0.94
H -4.18 -2.11 1.76
H -4.42 -1.89 0.30
*
```

---

Record 3
C6H45N3O19P | ωB97M-V with the def2-TZVPD basis set

Values from the calculation:
LUMO level, eV: -3.630

```
! RIJCOSX wB97M-V def2-TZVPD def2/J DEFGRID3
* xyz 1 1
C 3.73 -0.55 1.43
N 3.80 0.71 0.65
C 3.16 1.83 1.33
C 1.66 1.72 1.40
C 0.78 2.74 1.55
N -0.50 2.20 1.55
C -0.41 0.88 1.39
C -1.55 -0.14 1.30
P -1.14 -1.61 0.25
O 0.01 -1.37 -0.62
O -0.89 -2.84 1.24
O -2.40 -1.90 -0.69
N 0.88 0.58 1.32
H 3.25 -0.35 2.40
H 4.70 -1.04 1.53
H 3.06 -1.25 0.89
H 4.78 0.97 0.52
H 3.33 2.74 0.73
H 3.59 2.04 2.33
H 1.11 3.76 1.67
H -1.34 2.75 1.65
H -1.94 -0.42 2.31
H -2.39 0.37 0.80
H -0.07 -2.68 1.73
H -2.24 -1.33 -1.46
H 1.19 -0.38 1.23
O -2.18 -1.88 4.25
H -1.71 -2.04 5.08
H -1.68 -2.39 3.60
O -1.21 0.49 4.61
H -1.23 1.30 4.09
H -2.14 0.23 4.67
O -3.03 -3.20 6.43
H -3.56 -2.64 7.02
H -3.58 -3.29 5.64
O -0.62 4.66 -0.88
H -0.26 4.22 -0.10
H -1.45 4.20 -1.05
O -4.03 -4.46 -1.90
H -4.90 -4.15 -2.19
H -3.58 -3.66 -1.61
O -3.72 -6.60 0.42
H -3.80 -5.83 -0.16
H -4.63 -6.90 0.53
O -2.37 6.37 -2.49
H -2.70 7.07 -1.92
H -1.68 5.94 -1.97
O 0.79 6.72 -3.73
H -0.04 6.92 -3.28
H 0.93 5.78 -3.56
O 3.15 2.32 -2.49
H 3.54 1.91 -1.70
H 2.32 1.85 -2.61
O -6.39 -2.51 -1.33
H -6.27 -2.38 -0.38
H -7.29 -2.22 -1.49
O 3.70 -0.66 -2.25
H 3.78 -0.53 -1.30
H 2.81 -0.35 -2.45
O 2.58 5.36 -1.14
H 2.56 6.18 -1.64
H 1.66 5.06 -1.14
O 0.85 -0.25 -3.45
H 0.52 -0.61 -4.28
H 0.12 -0.34 -2.84
O -0.67 -6.00 1.22
H -0.75 -5.24 0.63
H -1.58 -6.31 1.32
O 5.45 -2.25 -0.83
H 5.89 -3.09 -0.98
H 5.29 -1.90 -1.71
O 1.99 -0.56 -6.44
H 2.48 -0.66 -5.61
H 2.50 -1.07 -7.08
*
```

---

Record 4
C4H14N2O | ωB97M-V with the def2-TZVPD basis set

Values from the calculation:
Relative energy (zero: lowest compared OMol25 entry of this formula, charge and spin), kcal/mol: 92.8
LUMO level, eV: 0.812

```
! RIJCOSX wB97M-V def2-TZVPD def2/J DEFGRID3
* xyz 0 1
C 1.09 -0.52 -0.57
C 0.18 -0.69 1.24
C 2.54 -0.69 -0.18
N 0.74 0.54 -1.34
O 0.35 -2.08 1.58
H -0.10 -2.60 0.91
H 0.65 -1.45 -0.94
H -0.53 0.65 -1.23
H 1.25 1.38 -1.08
H 0.92 -0.16 1.85
H -0.76 -0.32 1.68
H 2.64 -1.48 0.56
H 2.93 0.24 0.24
H 3.13 -0.95 -1.06
C -2.27 1.71 -0.06
N -1.76 0.49 -0.69
H -2.46 0.03 -1.26
H -1.38 -0.20 0.04
H -2.58 2.42 -0.83
H -1.46 2.16 0.52
H -3.10 1.52 0.62
*
```

---

Record 5
C15H25AgN3O4S2 | ωB97M-V with the def2-TZVPD basis set

Values from the calculation:
LUMO level, eV: -5.516

```
! RIJCOSX wB97M-V def2-TZVPD def2/J DEFGRID3
* xyz 1 1
C 1.03 0.19 2.46
C 1.00 1.55 1.76
O 0.06 2.29 2.02
N 1.98 1.97 0.85
C 3.30 2.02 1.52
C 2.02 1.24 -0.45
C 0.64 1.13 -1.15
C -0.36 2.29 -0.97
C -1.67 1.87 -0.31
S -2.71 0.99 -1.51
C -3.73 0.02 -0.40
S -4.86 0.73 0.53
N -3.52 -1.33 -0.52
C -2.11 -1.77 -0.34
C -2.05 -3.29 -0.12
O -3.07 -3.91 -0.85
C -4.35 -3.62 -0.32
C -4.44 -2.19 0.22
C 2.72 -0.13 -0.48
C 3.98 0.12 -1.34
O 4.38 -0.94 -2.16
N 3.70 1.26 -2.20
C 2.86 2.10 -1.43
O 2.79 3.29 -1.49
H -0.01 -0.18 2.50
H 1.40 0.28 3.49
H 1.63 -0.56 1.96
H 3.54 1.10 2.08
H 3.33 2.87 2.20
H 4.06 2.17 0.76
H 0.17 0.18 -0.88
H 0.87 1.04 -2.21
H 0.09 3.09 -0.39
H -0.60 2.71 -1.95
H -1.50 1.20 0.54
H -2.20 2.75 0.08
H -1.68 -1.24 0.53
H -1.56 -1.51 -1.24
H -2.10 -3.55 0.95
H -1.11 -3.67 -0.52
H -5.04 -3.77 -1.15
H -4.61 -4.32 0.48
H -5.46 -1.82 0.10
H -4.20 -2.14 1.29
H 2.10 -0.86 -1.01
H 3.02 -0.57 0.47
H 4.80 0.41 -0.67
H 4.49 -1.75 -1.65
H 3.29 0.97 -3.08
Ag -0.31 1.30 3.96
*
```

---

Record 6
C3H29NO10S | ωB97M-V with the def2-TZVPD basis set

Values from the calculation:
LUMO level (spin up / spin down), eV: -3.094 / -8.273

```
! RIJCOSX wB97M-V def2-TZVPD def2/J DEFGRID3
* xyz 1 2
C -1.40 -3.34 -0.84
N -0.69 -2.04 -0.72
C 0.77 -2.14 -0.37
C 1.02 -2.91 0.96
S 2.82 -2.69 1.29
H -0.73 -4.13 -0.49
H -1.83 -3.45 -1.86
H -2.25 -3.21 -0.22
H -0.72 -1.62 -1.66
H 1.29 -2.64 -1.19
H 0.99 -1.01 -0.35
H 0.52 -2.46 1.81
H 0.73 -3.95 0.82
H 2.68 -1.60 2.00
H 2.06 2.46 -1.12
H 0.91 1.58 -1.52
O 1.11 2.42 -1.14
H -0.65 0.29 -2.36
H 0.41 -0.13 -3.54
O 0.25 -0.11 -2.58
H 3.52 -0.59 -2.38
H 3.36 -0.37 -3.95
O 3.96 -0.28 -3.17
H -1.80 3.76 -0.24
H -2.81 2.76 0.24
O -2.47 3.13 -0.63
H -0.30 1.90 2.60
H 0.68 2.69 1.70
O 0.54 1.83 2.17
H 2.95 0.11 3.68
H 2.10 0.73 2.41
O 2.50 -0.05 2.84
H -3.56 1.22 2.59
H -2.17 0.48 2.24
O -2.73 1.32 2.16
H 1.30 4.64 1.13
H 0.65 3.63 0.18
O 0.47 4.14 0.99
H -1.62 -1.21 0.51
H -3.19 -1.05 0.67
O -2.35 -0.86 1.08
H -1.80 0.49 -0.68
H -2.45 1.56 -1.44
O -2.09 0.68 -1.62
*
```

---

Record 7
C9H27Br9N12O6 | ωB97M-V with the def2-TZVPD basis set

Values from the calculation:
LUMO level, eV: -0.267

```
! RIJCOSX wB97M-V def2-TZVPD def2/J DEFGRID3
* xyz 0 1
C 10.83 7.16 15.53
O 10.02 6.66 14.79
N 10.45 8.04 16.57
N 12.22 6.90 15.46
H 11.11 8.77 16.84
H 9.51 8.41 16.52
H 12.57 6.69 14.54
H 12.75 7.71 15.89
C 13.13 10.70 15.54
O 12.98 9.56 15.97
N 14.24 11.15 14.91
N 11.98 11.45 15.51
H 14.18 12.17 14.75
H 15.10 10.82 15.32
H 11.16 10.94 15.76
H 11.96 12.12 14.76
C 7.67 7.64 12.72
O 6.82 8.00 11.83
N 7.42 6.59 13.50
N 8.82 8.32 12.78
H 6.51 6.12 13.37
H 8.08 6.23 14.21
H 8.90 9.10 12.16
H 9.58 8.14 13.48
C 6.22 12.11 11.24
O 6.07 13.30 11.45
N 6.26 11.27 12.28
N 6.34 11.63 9.92
H 6.13 11.53 13.28
H 6.25 10.24 12.15
H 6.59 10.65 9.74
H 6.48 12.28 9.16
C 10.45 12.44 12.24
O 11.41 12.89 12.90
N 9.15 12.54 12.66
N 10.62 11.73 11.13
H 8.43 11.99 12.18
H 8.98 13.22 13.37
H 11.59 11.58 10.99
H 9.89 11.25 10.63
C 9.22 8.87 9.20
O 8.95 10.01 9.70
N 8.45 7.84 9.57
N 10.27 8.65 8.35
H 8.71 6.95 9.26
H 7.88 7.87 10.40
H 10.79 9.45 8.03
H 10.58 7.68 8.28
C 13.10 15.08 11.56
Br 14.51 14.27 10.57
Br 12.02 16.33 10.67
Br 13.80 15.86 13.28
H 12.45 14.29 11.93
C 11.77 12.85 6.82
Br 11.78 12.30 4.93
Br 12.89 11.75 7.93
Br 10.01 12.86 7.58
H 12.12 13.87 6.86
C 8.44 16.96 14.01
Br 7.00 15.71 13.49
Br 8.44 18.51 12.84
Br 10.23 16.03 14.17
H 8.25 17.34 15.05
*
```

---

Record 8
C50H41ClF6N2S | ωB97M-V with the def2-TZVPD basis set

Values from the calculation:
LUMO level, eV: -0.828

```
! RIJCOSX wB97M-V def2-TZVPD def2/J DEFGRID3
* xyz 0 1
C 1.71 -2.39 -0.21
C 0.90 -1.63 -1.23
C 0.65 -2.14 -2.50
C -0.10 -1.44 -3.43
C -0.63 -0.21 -3.08
C -1.50 0.60 -4.03
C -2.96 0.34 -3.68
C -3.52 -0.87 -3.92
C -4.86 -1.19 -3.59
C -5.65 -0.26 -3.00
Cl -7.27 -0.64 -2.56
C -5.10 1.02 -2.74
N -5.74 2.04 -2.16
S -4.72 3.25 -2.08
N -3.40 2.59 -2.77
C -3.77 1.34 -3.08
C -0.38 0.32 -1.82
C 0.38 -0.39 -0.90
H 1.21 -3.34 -0.01
H 1.71 -1.84 0.71
H 2.73 -2.56 -0.53
H 1.06 -3.11 -2.72
H -0.27 -1.85 -4.41
H -1.25 1.64 -3.88
H -1.33 0.26 -5.05
H -2.92 -1.64 -4.39
H -5.24 -2.17 -3.82
H -0.79 1.29 -1.57
H 0.54 0.03 0.08
F 3.71 -4.83 -1.85
C 4.43 -4.34 -2.88
C 5.23 -5.19 -3.61
C 5.96 -4.68 -4.67
C 5.90 -3.33 -4.98
C 5.09 -2.49 -4.23
C 4.35 -2.99 -3.17
H 5.27 -6.24 -3.35
H 6.59 -5.34 -5.26
H 6.47 -2.93 -5.80
H 5.04 -1.43 -4.46
H 3.71 -2.35 -2.58
F 4.69 -0.35 0.34
C 4.18 0.54 1.23
C 4.57 0.46 2.55
C 4.05 1.38 3.45
C 3.13 2.33 3.03
C 2.75 2.38 1.70
C 3.28 1.48 0.78
H 5.28 -0.29 2.86
H 4.35 1.34 4.49
H 2.72 3.04 3.74
H 2.03 3.13 1.36
H 3.00 1.51 -0.26
F -0.54 8.46 -6.28
C -0.91 7.35 -5.60
C -1.73 6.44 -6.23
C -2.11 5.29 -5.53
C -1.66 5.09 -4.23
C -0.84 6.02 -3.63
C -0.45 7.17 -4.32
H -2.07 6.62 -7.24
H -2.75 4.56 -6.01
H -1.96 4.20 -3.70
H -0.49 5.87 -2.61
H 0.20 7.91 -3.86
F 1.43 -2.32 2.96
C 1.23 -3.52 3.55
C 0.49 -4.48 2.90
C 0.30 -5.71 3.52
C 0.84 -5.95 4.77
C 1.58 -4.97 5.41
C 1.78 -3.74 4.80
H 0.07 -4.27 1.93
H -0.28 -6.48 3.02
H 0.68 -6.91 5.25
H 2.00 -5.15 6.39
H 2.36 -2.96 5.28
F 2.72 5.09 4.82
C 3.61 4.84 5.80
C 3.16 4.64 7.09
C 4.08 4.38 8.09
C 5.44 4.33 7.80
C 5.87 4.53 6.49
C 4.95 4.79 5.48
H 2.10 4.70 7.30
H 3.74 4.22 9.11
H 6.15 4.12 8.58
H 6.93 4.49 6.26
H 5.27 4.94 4.46
F -8.96 -3.64 4.33
C -8.92 -3.13 3.08
C -10.00 -3.31 2.25
C -9.95 -2.78 0.97
C -8.83 -2.09 0.54
C -7.75 -1.92 1.39
C -7.79 -2.44 2.68
H -10.86 -3.85 2.60
H -10.80 -2.91 0.30
H -8.79 -1.68 -0.46
H -6.87 -1.39 1.06
H -6.96 -2.32 3.37
*
```

---

Record 9
C4H3N3O | ωB97M-V with the def2-TZVPD basis set

Values from the calculation:
Relative energy (zero: lowest compared OMol25 entry of this formula, charge and spin), kcal/mol: 89.9
SMILES: O=c1ccnncn1
LUMO level, eV: -0.891

```
! RIJCOSX wB97M-V def2-TZVPD def2/J DEFGRID3
* xyz 0 1
O 1.19 -1.68 -1.41
C 0.36 -0.88 -0.96
C -0.53 -1.13 0.30
C -0.89 -0.16 1.17
N 0.35 0.72 1.42
N 1.11 1.41 0.59
C 0.53 1.38 -0.75
N 0.27 0.36 -1.52
H -1.22 -2.06 0.28
H -1.54 -0.25 2.04
H 0.37 2.28 -1.15
*
```

---

Record 10
C3H7N3O | ωB97M-V with the def2-TZVPD basis set

Values from the calculation:
Relative energy (zero: lowest compared OMol25 entry of this formula, charge and spin), kcal/mol: 12.4
SMILES: C/N=C(/N)C(N)=O
LUMO level, eV: 0.905

```
! RIJCOSX wB97M-V def2-TZVPD def2/J DEFGRID3
* xyz 0 1
C -1.84 0.60 0.33
N -0.77 0.95 -0.58
C 0.40 0.47 -0.57
N 1.37 0.96 -1.41
C 1.06 -0.67 0.26
N 0.32 -1.64 0.86
O 2.28 -0.69 0.34
H -2.26 1.53 0.74
H -1.54 -0.05 1.17
H -2.66 0.13 -0.23
H 2.31 0.72 -1.12
H 1.21 1.90 -1.74
H -0.67 -1.76 0.72
H 0.84 -2.38 1.32
*
```

---

Record 11
C5H5N | ωB97M-V with the def2-TZVPD basis set

Values from the calculation:
Relative energy (zero: lowest compared OMol25 entry of this formula, charge and spin), kcal/mol: 130.1
LUMO level, eV: 0.393

```
! RIJCOSX wB97M-V def2-TZVPD def2/J DEFGRID3
* xyz 0 1
C -0.76 0.52 0.54
C -0.45 1.16 -0.71
C -1.75 -0.19 0.09
C 0.65 0.80 0.30
C 1.64 -0.31 0.00
N -2.81 -0.75 -0.03
H 1.04 1.62 0.90
H 1.61 -0.57 -1.05
H 1.41 -1.21 0.58
H 2.64 0.01 0.25
H -3.22 -1.08 -0.88
*
```

---

Record 12
C2H2O2S | ωB97M-V with the def2-TZVPD basis set

Values from the calculation:
Relative energy (zero: lowest compared OMol25 entry of this formula, charge and spin), kcal/mol: 76.4
LUMO level, eV: 0.180

```
! RIJCOSX wB97M-V def2-TZVPD def2/J DEFGRID3
* xyz 0 1
C 0.10 0.22 -0.21
C -0.64 -0.65 0.67
O 1.48 1.61 -1.94
O -0.57 -0.91 -0.66
S 1.17 1.44 -0.55
H 0.01 -1.18 1.41
H -1.56 -0.53 1.28
*
```

---

Record 13
C5H13NS2 | ωB97M-V with the def2-TZVPD basis set

Values from the calculation:
Relative energy (zero: lowest compared OMol25 entry of this formula, charge and spin), kcal/mol: 18.8
LUMO level (spin up / spin down), eV: 3.752 / 3.738

```
! RIJCOSX wB97M-V def2-TZVPD def2/J DEFGRID3
* xyz -1 2
N -2.59 -2.48 0.07
C -1.53 -1.59 -0.40
C -0.15 -2.18 -0.10
C -1.61 -0.25 0.36
S -1.39 1.34 -0.49
S 0.69 1.27 -1.11
C 1.71 1.98 0.27
C 2.55 3.12 -0.25
H -2.39 -3.01 0.92
H -2.85 -3.26 -0.51
H -1.64 -1.35 -1.47
H -0.06 -3.23 -0.41
H 0.13 -2.15 0.97
H 0.63 -1.60 -0.66
H -2.58 -0.19 0.82
H -0.78 -0.24 1.17
H 1.18 2.31 1.15
H 2.38 1.22 0.80
H 3.23 2.88 -1.10
H 3.20 3.51 0.55
H 1.86 3.91 -0.58
*
```